Formula: C9H18Cl2HfN2O
Source: the OMol25 dataset
Level of theory: the ωB97M-V functional and the def2-TZVPD basis

Each line ends with the Löwdin charge.
Atoms and positions in Å:
Hf (1.203, -0.384, -0.045)  0.74
Cl (1.457, -2.671, -0.363)  0.04
Cl (2.467, 0.836, 1.514)  0.02
C (2.603, 0.066, -1.396)  -0.28
H (3.096, 1.041, -1.424)  0.02
H (3.072, -0.644, -2.076)  0.03
C (-0.197, 0.814, -1.272)  -0.35
C (0.875, 0.385, -2.075)  -0.47
H (-0.029, 1.757, -0.722)  0.10
C (0.579, -0.728, -3.136)  -0.19
H (1.279, 1.253, -2.626)  0.13
C (-0.676, -0.353, -3.931)  -0.21
H (1.455, -0.816, -3.793)  0.11
H (0.462, -1.711, -2.652)  0.06
C (-1.882, -0.121, -3.030)  -0.20
H (-0.471, 0.554, -4.511)  0.11
H (-0.902, -1.133, -4.666)  0.11
C (-1.633, 0.754, -1.784)  -0.20
H (-2.685, 0.340, -3.619)  0.10
H (-2.270, -1.095, -2.711)  0.10
H (-1.987, 1.773, -2.005)  0.10
H (-2.297, 0.416, -0.975)  0.09
C (0.245, -0.106, 4.247)  -0.05
N (-0.881, -0.825, 3.654)  0.03
C (-1.085, -1.071, 2.358)  -0.53
N (-2.161, -1.831, 2.053)  0.18
O (-0.344, -0.631, 1.410)  -0.20
H (0.786, 0.466, 3.487)  0.02
H (0.937, -0.809, 4.729)  0.09
H (-0.141, 0.569, 5.019)  0.09
H (-1.564, -1.249, 4.280)  0.15
H (-2.319, -2.087, 1.087)  0.12
H (-2.743, -2.213, 2.792)  0.12

multiplicity: 1
E_LUMO: 0.1 eV
net charge: 0
energy above the lowest of the compared OMol25 structures with the same formula, charge and spin: 0.00 kcal/mol
DFT total energy: -1506.9578 Ha



Formula: C9H18Cl3I2O3P2Pt
Source: the OMol25 dataset
Level of theory: the ωB97M-V functional and the def2-TZVPD basis

Each line ends with the Löwdin charge.
Atoms and positions in Å:
I (1.441, -2.230, -2.433)  1.19
I (-1.984, -2.192, 0.750)  0.77
Pt (0.352, 0.101, 0.055)  0.70
P (-1.313, 0.316, -1.677)  0.73
C (-0.894, 1.948, -2.413)  -0.20
C (-1.304, -1.048, -2.985)  -0.32
H (-2.018, -0.873, -3.784)  0.09
H (-3.687, 0.552, -2.402)  0.10
H (-1.487, -1.989, -2.464)  0.00
H (-3.490, -0.610, -1.003)  -0.02
H (0.201, 2.020, -2.353)  0.05
H (-0.308, -1.131, -3.451)  -0.10
C (-3.185, 0.376, -1.417)  -0.23
H (-1.253, 1.987, -3.455)  0.09
H (-3.461, 1.177, -0.697)  0.04
H (-1.375, 2.728, -1.786)  0.06
P (1.486, -1.743, 1.168)  0.70
C (2.996, -1.038, 2.030)  -0.21
C (0.720, -2.821, 2.552)  -0.26
H (1.325, -3.632, -0.363)  -0.03
H (2.733, -3.895, 0.790)  0.09
H (2.889, -2.739, -0.596)  -0.04
C (2.196, -3.182, 0.156)  -0.38
H (-0.107, -3.368, 2.061)  -0.07
H (1.464, -3.511, 2.952)  0.08
H (3.455, -1.821, 2.668)  0.09
H (2.630, -0.187, 2.629)  0.06
H (0.328, -2.134, 3.308)  0.06
H (3.692, -0.694, 1.248)  0.06
C (1.329, 1.684, 0.354)  -0.49
O (2.476, 1.793, 0.705)  0.19
Cl (-1.148, 5.090, 2.933)  0.81
C (-1.147, 4.285, 1.455)  -1.55
Cl (-2.724, 3.477, 1.092)  0.69
Cl (-0.488, 5.307, 0.205)  0.76
C (-0.318, 2.972, 1.519)  -0.50
O (-0.488, 2.144, 2.413)  0.09
O (0.468, 2.882, 0.235)  -0.10

multiplicity: 5
E_LUMO (spin up / spin down): -12.7 / -15.3 eV
net charge: +3
energy above the lowest of the compared OMol25 structures with the same formula, charge and spin: 51.04 kcal/mol
DFT total energy: -3356.0894 Ha



Formula: C9H18ClIN2O2PPbS
Source: the OMol25 dataset
Level of theory: the ωB97M-V functional and the def2-TZVPD basis

Each line ends with the Löwdin charge.
Atoms and positions in Å:
C (1.653, 2.517, -0.295)  -0.06
C (0.396, 2.153, 0.418)  -0.39
H (2.165, 3.347, 0.227)  0.14
H (1.526, 2.844, -1.332)  0.04
H (2.345, 1.663, -0.319)  0.05
O (0.307, 2.106, 1.687)  -0.02
I (-1.483, -0.892, 1.041)  1.16
Pb (1.663, -1.607, -2.780)  0.98
P (-1.243, 2.072, -0.515)  0.85
C (-2.450, 2.297, 0.803)  -0.20
C (-1.146, 3.678, -1.277)  -0.14
H (-1.393, 0.874, -2.632)  0.04
H (-2.886, 1.701, -2.082)  0.10
H (-2.432, 0.132, -1.336)  0.00
C (-2.044, 1.064, -1.775)  -0.19
H (-0.510, 3.590, -2.160)  0.08
H (-2.170, 3.940, -1.538)  0.09
H (-3.192, 2.954, 0.346)  0.09
H (-1.967, 2.749, 1.676)  0.08
H (-0.701, 4.387, -0.582)  0.10
H (-2.894, 1.329, 1.057)  -0.01
C (-0.394, 0.519, 2.638)  -0.28
O (0.121, 0.516, 3.670)  0.24
Cl (1.512, 0.895, -3.096)  -0.09
S (1.951, -0.960, -0.350)  0.47
C (1.724, -2.591, 0.259)  -0.77
N (1.450, -2.888, 1.527)  0.05
C (0.894, -4.212, 1.650)  -0.10
C (1.031, -4.779, 0.264)  -0.10
N (1.621, -3.706, -0.473)  0.00
H (1.429, -2.202, 2.272)  0.15
H (-0.134, -4.186, 1.995)  0.13
H (1.453, -4.783, 2.371)  0.14
H (0.089, -5.050, -0.185)  0.14
H (1.667, -5.645, 0.215)  0.15
H (2.042, -3.826, -1.391)  0.09

multiplicity: 1
E_LUMO: -13.7 eV
net charge: +3
energy above the lowest of the compared OMol25 structures with the same formula, charge and spin: 0.00 kcal/mol
DFT total energy: -2302.9038 Ha



What are the F_max values for these records? In order: 6.82, 6.04, 3.75 eV/A.